Formula: C16H17ClF10N3OSSbTi
Source: the Open Molecules 2025 dataset
Level of theory: ωB97M-V with the def2-TZVPD basis set

Last column: Löwdin charge in e.
Positions of all 51 atoms, in Å:
H (2.028, -0.979, -1.686)  -0.01
F (0.003, 4.554, -4.699)  -0.52
C (0.327, 2.986, 1.005)  -0.70
H (-2.161, 1.057, 2.070)  0.14
C (-2.354, -1.524, -1.185)  -0.15
H (0.526, -0.161, 3.443)  0.08
N (-0.524, 1.938, 1.237)  -0.16
C (-1.881, 3.080, 2.801)  -0.08
C (0.874, -2.474, 0.244)  -0.23
F (-2.760, -5.546, -1.399)  0.05
H (2.677, 0.331, -0.647)  -0.04
H (-1.218, 5.097, 3.218)  0.10
F (-1.061, 2.117, -1.462)  -0.43
C (0.718, -1.039, 2.821)  -0.12
S (1.540, 2.866, -0.123)  0.72
H (2.718, 0.694, 3.037)  0.08
C (-3.550, -2.057, -1.576)  -0.23
H (3.684, 0.018, 1.726)  0.08
C (2.053, -1.841, 0.984)  -0.22
F (-1.011, 2.154, -4.671)  -0.59
H (3.408, -0.944, 3.200)  0.08
C (-2.658, -4.195, -1.320)  -0.24
H (0.984, -1.882, 3.493)  0.08
Sb (0.751, 2.891, -4.026)  1.41
C (-3.753, -3.428, -1.656)  0.02
N (-0.098, -1.617, -0.434)  -0.02
F (-0.458, -4.593, -0.712)  0.03
C (2.945, -0.225, 2.492)  -0.12
C (-1.197, -2.270, -0.825)  -0.20
F (-4.572, -1.222, -1.859)  0.07
H (-2.743, 3.085, 3.450)  0.09
C (-1.590, 1.974, 2.061)  -0.03
H (-4.687, -3.858, -1.980)  0.11
F (-2.258, -0.178, -1.076)  0.04
C (0.034, 4.143, 1.800)  -0.09
H (0.688, 4.990, 1.648)  0.10
O (-0.311, 0.765, 0.621)  -0.30
H (2.501, -2.686, 1.556)  0.12
H (0.347, -3.103, 0.975)  0.11
C (-1.023, 4.192, 2.656)  -0.10
N (1.756, -0.741, 1.871)  -0.27
C (2.087, 0.095, -1.528)  -0.73
Ti (0.012, 0.660, -1.291)  0.99
H (-0.203, -1.286, 2.295)  0.07
Cl (3.049, 0.697, -2.934)  0.44
H (2.819, -1.507, 0.288)  0.09
F (1.426, 2.137, -5.674)  -0.51
C (-1.442, -3.673, -0.925)  -0.14
F (-0.266, -0.283, -2.790)  -0.36
F (2.476, 3.970, -4.066)  -0.62
H (1.348, -3.183, -0.447)  0.11

The energy relative to the best compared isomer or geometry (same formula, charge and spin) comes out at 2.337 eV. As for the HOMO energy: -2.368 eV. As for the net charge: -2. The calculation puts the gap between HOMO and LUMO at 6.610 eV.